C6H12N2 | ωB97M-V with the def2-TZVPD basis set

Computed properties:
- HOMO (eV) = -8.4838
- E (a.u.) = -345.21644
- SMILES = C=NC(=C)C[C@H](C)N
- gap between HOMO and LUMO (eV) = 9.515

The geometry in XYZ format:
```
20
Properties=species:S:1:pos:R:3:nbo_charge:R:1
C -1.815 -1.889 0.113 -0.618
C -0.773 -0.885 -0.335 -0.054
C 0.084 -0.521 0.815 -0.468
C 0.457 0.903 0.820 0.183
C -0.368 1.803 1.552 -0.502
C 1.473 1.492 -1.133 -0.036
N 1.589 1.147 0.127 -0.415
N -0.017 -1.298 -1.662 -0.824
H -2.384 -1.475 1.039 0.208
H -2.556 -2.024 -0.642 0.212
H -1.365 -2.846 0.444 0.209
H -1.258 0.089 -0.632 0.194
H -0.721 -0.540 1.664 0.224
H 0.887 -1.277 0.991 0.228
H -0.093 2.872 1.769 0.213
H -1.199 1.391 2.085 0.194
H 2.509 1.539 -1.665 0.176
H 0.585 1.556 -1.803 0.191
H 0.788 -1.695 -1.403 0.340
H -0.547 -1.948 -2.095 0.345
```



C6H12N2 | ωB97M-V with the def2-TZVPD basis set

Computed properties:
- HOMO (eV) = -8.0985
- E (a.u.) = -345.14426
- SMILES = [H]/N=C(\C)C1(NC)CC1
- gap between HOMO and LUMO (eV) = 9.169

The geometry in XYZ format:
```
20
Properties=species:S:1:pos:R:3:nbo_charge:R:1
C -0.279 1.608 1.434 -0.411
C -1.751 -0.505 -0.228 -0.417
N -0.136 1.390 0.009 -0.632
H -0.776 1.987 -0.509 0.356
H 0.059 2.619 1.671 0.202
H 0.345 0.894 1.970 0.202
H -1.312 1.508 1.799 0.163
H -1.836 -1.293 0.503 0.269
H -1.743 -1.094 -1.563 0.284
H -2.527 0.242 -0.162 0.213
C 2.170 -0.600 -0.434 -0.697
C 0.789 -0.939 0.047 0.340
N 0.459 -1.857 0.845 -0.639
C -0.277 -0.077 -0.551 -0.034
C -0.784 -0.370 -1.854 -0.437
H 1.243 -2.425 1.166 0.339
H 2.269 0.479 -0.513 0.245
H 2.930 -1.002 0.234 0.217
H 2.308 -1.032 -1.425 0.240
H -1.151 0.468 -2.439 0.197
```



C6H12N2O | ωB97M-V with the def2-TZVPD basis set

Computed properties:
- HOMO (eV) = -9.2505
- E (a.u.) = -420.48077
- SMILES = C/C=N\C(C)=O.C=NC
- gap between HOMO and LUMO (eV) = 10.146

The geometry in XYZ format:
```
21
Properties=species:S:1:pos:R:3:nbo_charge:R:1
C -0.619 -1.412 0.626 0.223
C 1.766 1.492 -1.068 -0.066
C -0.376 -2.247 -0.547 -0.693
C -3.150 0.859 0.189 -0.697
C 2.673 0.970 0.995 -0.448
C -1.650 0.651 -0.100 0.670
N 2.286 0.576 -0.347 -0.420
N -1.153 -0.276 0.710 -0.468
O -1.021 1.330 -0.862 -0.589
H -0.327 -2.014 1.483 0.165
H 1.331 2.359 -0.579 0.154
H 0.728 -2.406 -0.507 0.256
H -1.012 -3.198 -0.393 0.231
H -0.756 -1.769 -1.463 0.228
H -3.600 -0.129 0.590 0.215
H -3.319 1.655 0.876 0.238
H -3.622 1.094 -0.754 0.227
H 2.195 1.924 1.106 0.176
H 3.838 0.954 1.050 0.210
H 2.235 0.098 1.523 0.205
H 1.477 1.173 -2.090 0.185
```



C6H12N2O | ωB97M-V with the def2-TZVPD basis set

Computed properties:
- HOMO (eV) = -9.1596
- E (a.u.) = -420.49082
- SMILES = CC1CCN(N=O)CC1
- gap between HOMO and LUMO (eV) = 9.967

The geometry in XYZ format:
```
21
Properties=species:S:1:pos:R:3:nbo_charge:R:1
C -2.701 -0.224 -0.690 -0.615
C -1.778 -0.110 0.572 -0.219
C -0.744 -1.283 0.541 -0.404
C 0.483 -1.099 -0.389 -0.270
C 0.034 1.294 -0.394 -0.228
C -1.059 1.177 0.614 -0.425
H -3.188 -1.194 -0.783 0.214
H -3.498 0.553 -0.673 0.210
H -2.136 -0.021 -1.655 0.197
H -2.481 -0.240 1.428 0.217
H -0.310 -1.329 1.539 0.212
H -1.276 -2.259 0.352 0.218
H 1.332 -1.804 -0.214 0.255
H 0.250 -1.073 -1.440 0.195
H 0.567 2.252 -0.244 0.235
H -0.305 1.232 -1.452 0.192
H -0.530 1.312 1.598 0.214
H -1.714 2.045 0.649 0.224
N 1.009 0.218 -0.184 -0.236
N 2.309 0.541 -0.015 0.241
O 3.082 -0.416 0.096 -0.425
```



C6H12N2O | ωB97M-V with the def2-TZVPD basis set

Computed properties:
- HOMO (eV) = -8.6431
- E (a.u.) = -420.52927
- SMILES = C[C@]1(N)C(O)=C[C@@]1(C)N
- gap between HOMO and LUMO (eV) = 9.538

The geometry in XYZ format:
```
21
Properties=species:S:1:pos:R:3:nbo_charge:R:1
C -1.696 -0.801 0.180 -0.626
C 1.210 -1.416 0.845 -0.636
C -0.207 0.358 -1.561 0.336
C -0.727 0.319 -0.157 0.076
C 0.897 -0.081 0.185 0.102
N -1.250 1.579 0.293 -0.841
N 1.464 1.051 0.895 -0.856
C 1.047 -0.036 -1.304 -0.331
O -0.842 0.754 -2.685 -0.662
H -1.735 1.034 -2.448 0.490
H -1.536 1.531 1.264 0.359
H -0.536 2.297 0.213 0.384
H 2.349 1.330 0.486 0.365
H 1.633 0.851 1.876 0.358
H 1.879 -0.302 -1.931 0.207
H -1.717 -0.981 1.255 0.208
H -2.702 -0.516 -0.130 0.214
H -1.412 -1.721 -0.323 0.219
H 2.288 -1.519 0.986 0.212
H 0.860 -2.246 0.237 0.216
H 0.735 -1.483 1.824 0.203
```



C6H12N2O | ωB97M-V with the def2-TZVPD basis set

Computed properties:
- HOMO (eV) = -8.5873
- E (a.u.) = -420.50904
- SMILES = C=C1CN1C.CC(N)=O
- gap between HOMO and LUMO (eV) = 9.481

The geometry in XYZ format:
```
21
Properties=species:S:1:pos:R:3:nbo_charge:R:1
C 1.416 -0.744 -1.203 -0.275
C 0.496 -1.535 1.027 -0.429
C -1.366 1.641 0.306 -0.735
N 1.129 -0.524 0.215 -0.409
C -2.498 0.716 -0.071 0.681
C 2.446 -0.578 -0.191 0.177
N -3.520 1.321 -0.724 -0.825
C 3.700 -0.517 0.182 -0.489
O -2.523 -0.467 0.187 -0.630
H -4.325 0.774 -0.979 0.401
H -3.527 2.306 -0.914 0.391
H 1.140 0.068 -1.865 0.199
H 1.262 -1.736 -1.618 0.195
H 0.735 -1.338 2.072 0.201
H -0.583 -1.463 0.884 0.245
H 0.829 -2.549 0.773 0.174
H -1.591 2.089 1.273 0.234
H -1.245 2.433 -0.428 0.210
H -0.443 1.073 0.397 0.269
H 3.973 -0.420 1.218 0.205
H 4.497 -0.549 -0.540 0.210
```



C6H12N2O | ωB97M-V with the def2-TZVPD basis set

Computed properties:
- HOMO (eV) = -8.9721
- E (a.u.) = -420.50069
- SMILES = [H]/N=C(\N)C(C)=O.C=CC
- gap between HOMO and LUMO (eV) = 9.634

The geometry in XYZ format:
```
21
Properties=species:S:1:pos:R:3:nbo_charge:R:1
C 1.581 0.247 -0.001 -0.204
C 0.964 0.961 0.973 -0.313
C -0.289 -2.121 0.043 -0.713
C 2.110 0.872 -1.257 -0.646
C -0.445 -0.707 -0.458 0.562
C -1.506 0.081 0.568 0.375
N -2.110 1.100 -0.101 -0.845
N -1.785 -0.403 1.709 -0.759
O -0.586 -0.416 -1.637 -0.614
H 2.056 -0.681 0.280 0.211
H -2.889 1.592 0.304 0.390
H -1.880 1.175 -1.082 0.420
H -2.552 0.074 2.185 0.334
H 0.638 1.975 0.790 0.199
H 0.798 0.580 1.962 0.219
H 0.050 -2.109 1.077 0.242
H -1.265 -2.613 0.024 0.255
H 0.402 -2.665 -0.606 0.221
H 3.200 0.927 -1.239 0.224
H 1.677 1.861 -1.413 0.212
H 1.831 0.270 -2.126 0.231
```



C6H12N2O | ωB97M-V with the def2-TZVPD basis set

Computed properties:
- HOMO (alpha / beta) (eV) = -8.2833 / -7.0653
- E (a.u.) = -420.38275
- gap between HOMO and LUMO (alpha / beta) (eV) = 8.346 / 6.975

The geometry in XYZ format:
```
21
Properties=species:S:1:pos:R:3:nbo_charge:R:1
C 1.059 1.901 0.909 -0.260
C -0.339 -0.042 1.226 0.035
C 0.507 -0.682 2.182 -0.352
O -0.249 1.359 1.032 -0.539
H -1.398 -0.245 1.368 0.211
H 0.931 2.951 0.651 0.201
H 1.613 1.833 1.850 0.173
H 1.627 1.411 0.111 0.177
H 1.542 -0.396 2.302 0.185
H 0.210 -1.643 2.575 0.196
C -0.404 -0.190 -1.563 0.418
N -1.512 0.654 -1.467 -0.856
C 0.062 -0.839 -0.162 -0.308
C -0.782 -1.831 -0.746 -0.371
N 0.352 -0.172 -2.612 -0.686
H -1.469 1.273 -0.665 0.398
H -1.641 1.160 -2.333 0.390
H 0.997 -0.957 -2.636 0.331
H 1.127 -1.040 -0.213 0.226
H -0.380 -2.739 -1.178 0.209
H -1.854 -1.768 -0.631 0.221
```



C6H12N2O | ωB97M-V with the def2-TZVPD basis set

Computed properties:
- HOMO (eV) = -6.4233
- E (a.u.) = -420.36430
- gap between HOMO and LUMO (eV) = 7.292

The geometry in XYZ format:
```
21
Properties=species:S:1:pos:R:3:nbo_charge:R:1
C 0.278 0.650 1.402 -0.013
C 0.006 -0.298 2.542 -0.652
C 1.350 0.011 -1.605 -0.696
C -0.888 0.029 -0.215 0.141
C 0.000 -0.185 -1.078 0.002
N -2.177 -0.130 0.152 -0.863
N 1.634 0.967 1.280 -0.871
C -1.073 -0.871 -2.797 0.313
O -0.370 -0.999 -3.774 -0.566
H -0.315 1.560 1.411 0.179
H -2.777 0.681 0.103 0.391
H -2.638 -1.002 -0.062 0.388
H 1.854 1.949 1.195 0.398
H 2.273 0.185 1.289 0.387
H -2.192 -1.033 -2.944 0.105
H -1.058 -0.445 2.716 0.223
H 0.480 -1.265 2.349 0.200
H 0.424 0.064 3.490 0.209
H 2.092 0.618 -1.089 0.243
H 1.831 -0.956 -1.769 0.231
H 1.268 0.471 -2.597 0.250
```



C6H12N2O | ωB97M-V with the def2-TZVPD basis set

Computed properties:
- HOMO (eV) = -8.9125
- E (a.u.) = -420.54613
- SMILES = C=NC(N)=O.C=C(C)C
- gap between HOMO and LUMO (eV) = 9.784

The geometry in XYZ format:
```
21
Properties=species:S:1:pos:R:3:nbo_charge:R:1
C 1.193 0.601 -1.565 -0.654
C 2.017 0.074 0.755 -0.656
C 1.294 1.035 -0.139 0.061
C 0.771 2.167 0.303 -0.448
H 0.803 -0.415 -1.610 0.235
H 0.540 1.257 -2.126 0.210
H 2.180 0.596 -2.036 0.213
H 2.176 0.498 1.749 0.205
H 1.447 -0.850 0.836 0.237
H 2.984 -0.172 0.327 0.213
H 0.242 2.843 -0.346 0.191
H 0.860 2.473 1.334 0.185
C -1.399 -1.587 -0.251 0.757
N -2.600 -2.041 -0.703 -0.832
C -1.548 -0.013 1.521 0.020
N -1.477 -0.327 0.314 -0.452
O -0.363 -2.188 -0.406 -0.624
H -3.405 -1.430 -0.749 0.397
H -2.587 -2.823 -1.341 0.404
H -1.538 1.036 1.781 0.180
H -1.590 -0.733 2.354 0.156
```



C6H12N2O | ωB97M-V with the def2-TZVPD basis set

Computed properties:
- HOMO (alpha / beta) (eV) = -13.6797 / -13.6880
- total charge = +1
- E (a.u.) = -420.25144
- multiplicity = 2
- gap between HOMO and LUMO (alpha / beta) (eV) = 9.801 / 5.943

The geometry in XYZ format:
```
21
Properties=species:S:1:pos:R:3:nbo_charge:R:1
C 1.278 0.660 -1.793 -0.698
C -0.759 -2.175 -1.317 0.340
C 0.601 -0.552 -1.299 0.332
C 1.157 -1.607 -0.468 0.126
N -0.540 -1.000 -1.859 -0.428
N 0.292 -2.612 -0.543 -0.511
H -1.600 -2.808 -1.570 0.248
H 0.413 -3.510 -0.094 0.465
H 1.962 -1.491 0.244 0.260
H 2.336 0.634 -1.516 0.241
H 0.858 1.559 -1.327 0.308
H 1.153 0.649 -2.876 0.282
C -0.319 1.165 1.679 -0.038
C -1.808 1.328 1.849 -0.630
O 0.181 2.191 0.813 -0.726
H 0.251 1.161 2.610 0.181
H -0.115 0.213 1.157 0.110
H -2.065 2.327 2.189 0.240
H 1.142 2.183 0.798 0.467
H -2.136 0.478 2.444 0.220
H -2.282 1.208 0.880 0.212
```



C6H12N2O2 | ωB97M-V with the def2-TZVPD basis set

Computed properties:
- HOMO (eV) = -9.0205
- E (a.u.) = -495.71074
- gap between HOMO and LUMO (eV) = 9.709

The geometry in XYZ format:
```
22
Properties=species:S:1:pos:R:3:nbo_charge:R:1
N 2.810 -0.247 0.853 -0.832
C 2.301 -0.070 -0.355 0.630
C 0.820 0.037 -0.626 -0.339
C 0.068 -1.226 -0.154 -0.223
N -1.275 -1.346 -0.687 -0.624
C -2.340 -0.600 -0.035 -0.242
C -1.943 0.745 0.582 -0.089
O -1.114 1.522 -0.254 -0.526
C 0.264 1.346 -0.038 -0.045
H 0.735 0.098 -1.722 0.226
H 0.650 -2.109 -0.462 0.205
H 0.014 -1.269 0.945 0.190
H -1.271 -1.163 -1.684 0.361
H -3.131 -0.443 -0.780 0.202
H -2.787 -1.201 0.777 0.185
H -2.855 1.327 0.785 0.196
H -1.438 0.590 1.551 0.160
H 0.481 1.384 1.045 0.169
H 0.769 2.199 -0.510 0.212
O 3.123 0.758 -0.923 -0.680
H 2.322 -0.949 1.399 0.369
H 3.797 0.617 0.294 0.493
```